Record 1
The following is a DFT calculation (the ωB97M-V functional and the def2-TZVPD basis) of a 2-piece molecular cluster, C6H9N2O3S overall.

Output
Net charge: +1
Energy relative to the best compared isomer or geometry (same formula, charge and spin), kcal/mol: 55.4

Geometry as XYZ:
```
21
Properties=species:S:1:pos:R:3:forces:R:3:nbo_charge:R:1
C -0.919 0.967 -0.611 2.0 -0.9 0.0 -0.027
C -0.187 -0.066 -0.111 -0.7 -1.0 0.5 -0.188
C -2.604 -0.493 -0.100 -1.2 1.0 0.3 -0.055
C -3.188 1.620 -1.162 -3.4 1.5 -0.2 -0.437
C 2.279 -2.561 0.712 0.7 3.5 -3.0 -0.225
C 1.236 -0.572 0.049 -0.6 0.7 2.1 -0.103
N -2.255 0.684 -0.644 -0.2 -0.8 1.0 -0.355
N -4.613 -0.825 0.178 4.2 1.6 -0.1 0.687
O -4.961 -1.661 -0.496 -1.3 -2.8 -1.9 -0.172
O -5.019 -0.047 0.913 -0.9 1.3 1.5 -0.201
O 1.081 -1.920 0.280 -1.0 -2.1 -0.2 -0.559
S -1.272 -1.316 0.480 -0.5 0.0 -0.5 0.638
H -0.458 1.861 -1.020 -0.6 0.0 -0.1 0.259
H -3.930 1.039 -1.849 1.4 1.5 1.0 0.239
H -3.801 2.176 -0.331 1.1 -1.4 -1.3 0.244
H -2.668 2.461 -1.654 -0.3 -0.8 -0.2 0.248
H 2.100 -3.563 0.809 -0.2 -2.5 -0.2 0.213
H 2.537 -2.128 1.615 0.8 0.6 2.2 0.174
H 3.051 -2.196 -0.048 -0.5 -1.4 1.0 0.179
H 1.816 -0.482 -0.857 0.7 1.0 0.0 0.223
H 1.604 -0.252 1.083 0.4 1.0 -1.8 0.217
```
Positions in Å, forces in eV/Å.

Record 2
The following is a DFT calculation (the ωB97M-V functional and the def2-TZVPD basis) of C11H35As2F12N11O7Tl as an isolated structure.

Output
Net charge: 0
Multiplicity: 2
E_tot, eV: -201684.3248

Geometry as XYZ:
```
79
Properties=species:S:1:pos:R:3:forces:R:3:lowdin_spin:R:1
Tl -0.042 0.594 -0.010 -0.2 -1.0 -0.1 0.362
As 1.947 -3.642 0.700 -1.5 0.7 -0.2 0.000
F 0.171 -4.027 0.853 2.2 0.1 0.3 0.000
F 2.349 -5.410 1.052 -0.3 3.0 -0.8 0.000
F 3.602 -3.014 0.510 -0.9 -1.2 0.0 0.001
F 1.453 -1.899 0.458 0.5 -2.0 0.2 0.022
F 2.060 -3.294 2.471 -0.1 -0.6 -1.5 0.000
F 1.762 -3.936 -1.099 0.5 -0.2 2.5 0.000
As -4.649 0.304 0.287 0.7 -2.2 0.1 0.000
F -4.624 -0.328 -1.450 -0.1 0.9 1.6 0.001
F -4.631 -1.418 0.840 -0.2 2.0 -0.5 0.000
F -4.638 0.870 1.986 0.1 -0.3 -1.9 0.000
F -4.580 1.933 -0.407 -0.2 -0.3 0.6 0.000
F -6.370 0.375 0.205 0.5 -0.1 0.2 0.000
F -2.862 0.256 0.248 -1.3 0.3 0.2 0.017
C 1.725 3.819 1.328 -0.7 -1.1 1.0 0.002
O 0.456 3.360 0.763 1.2 0.7 -0.5 0.040
C -0.302 4.447 0.272 -1.7 -1.0 0.5 0.007
C -1.780 4.005 -0.017 0.3 0.0 0.8 0.014
N -2.034 2.763 -0.768 0.2 2.1 -0.4 0.234
C -2.038 3.047 -2.198 2.1 -1.9 -0.8 0.015
C -2.173 1.785 -3.096 -1.4 0.7 0.0 0.002
O -1.491 0.628 -2.737 0.7 0.5 -0.5 0.020
C -1.748 -0.390 -3.746 0.4 0.2 2.1 0.001
H 1.542 3.729 2.399 0.3 0.4 0.2 0.000
H 2.055 4.832 1.099 -0.5 0.1 -0.4 0.000
H 2.538 3.119 1.135 -0.3 -0.2 -0.4 0.000
H 0.194 4.932 -0.569 -0.1 0.0 -0.2 0.000
H -0.479 5.163 1.075 0.4 0.4 0.1 0.001
H -2.302 4.900 -0.356 0.1 0.1 -1.3 0.008
H -2.411 3.910 0.867 0.9 -0.5 0.9 0.000
H -2.972 2.524 -0.478 -0.1 -1.1 0.0 0.003
H -1.046 3.434 -2.429 0.2 0.2 0.1 0.001
H -2.712 3.822 -2.563 -0.6 -0.1 0.4 0.009
H -1.884 2.119 -4.093 0.2 0.1 -0.3 0.000
H -3.222 1.503 -3.179 -0.5 0.2 0.1 0.000
H -2.818 -0.583 -3.668 0.0 -0.4 -0.4 0.000
H -1.152 -1.200 -3.324 -0.2 -0.3 -0.5 0.000
H -1.445 -0.107 -4.753 0.1 0.2 0.0 0.000
C -2.186 -2.849 -1.075 3.5 0.7 1.5 0.003
O -1.343 -1.957 -0.822 -0.8 -0.6 -0.3 0.054
N -2.011 -4.134 -0.870 3.2 -3.8 1.8 0.002
N -3.339 -2.768 -1.586 -5.4 3.2 -3.0 0.000
H -1.242 -4.390 -0.268 -0.1 -0.3 -0.4 0.000
H -2.677 -4.833 -1.168 0.4 0.3 0.3 0.000
H -3.737 -1.842 -1.648 -0.5 -0.2 -0.2 0.000
H -3.931 -3.585 -1.624 0.0 0.8 0.1 0.000
C 4.120 0.831 -0.138 -5.6 -1.6 -0.3 0.002
O 2.915 0.693 -0.259 -1.8 0.1 -0.2 0.037
N 4.708 1.940 -0.210 3.7 6.2 -0.4 0.000
N 4.912 -0.135 0.112 3.3 -4.4 0.9 0.001
H 4.245 2.821 -0.380 0.2 -0.4 0.1 0.000
H 5.688 1.854 0.016 -0.2 1.4 -0.2 0.000
H 5.894 0.057 -0.028 -0.2 -1.0 0.2 0.000
H 4.541 -1.074 0.131 0.2 0.0 0.0 0.000
C 2.139 0.394 3.409 -3.3 1.9 -2.8 0.003
O 1.383 0.686 2.479 0.0 0.6 -0.6 0.052
N 2.534 -0.748 3.738 2.1 -7.0 0.6 0.000
N 2.539 1.244 4.292 1.4 5.5 3.6 0.001
H 2.411 -1.556 3.144 -0.1 0.0 -0.1 0.000
H 3.034 -0.874 4.607 -0.2 -0.3 -0.5 0.000
H 3.171 1.002 5.041 -0.3 0.0 -0.3 0.000
H 2.069 2.129 4.421 0.1 -0.2 -0.4 0.000
C 1.928 -1.099 -3.221 -1.5 0.5 4.6 0.002
O 1.286 -0.489 -2.330 0.4 -0.9 -1.3 0.045
N 2.268 -2.395 -3.236 -0.7 -0.4 0.1 0.000
N 2.538 -0.497 -4.189 1.7 2.4 -3.8 0.001
H 2.637 -2.668 -4.135 -0.1 -1.1 0.9 0.000
H 2.093 -2.932 -2.399 0.0 -0.6 -0.4 0.000
H 2.523 0.499 -4.351 -0.2 -0.4 0.1 0.000
H 3.078 -1.114 -4.779 0.1 1.0 -0.2 0.000
C -1.119 -1.636 3.317 0.2 1.5 -1.0 0.001
O -0.851 -1.046 2.297 0.5 1.4 -1.6 0.034
N -0.883 -2.893 3.462 1.2 -5.0 -0.4 0.000
N -1.660 -1.078 4.384 -0.6 1.4 1.8 0.000
H -0.405 -3.310 2.676 -0.2 -0.2 0.0 0.000
H -0.849 -3.416 4.326 -0.1 0.5 -0.1 0.000
H -2.298 -1.686 4.879 0.0 1.0 0.4 0.000
H -1.568 -0.073 4.378 -1.0 -0.2 0.4 0.000
```
Positions in Å, forces in eV/Å.

Record 3
The following is a DFT calculation (the ωB97M-V functional and the def2-TZVPD basis) of one molecule with the formula C10H10O5.

Output
Net charge: 0
Energy relative to the best compared isomer or geometry (same formula, charge and spin), kcal/mol: 39.2

Geometry as XYZ:
```
25
Properties=species:S:1:pos:R:3:forces:R:3:nbo_charge:R:1
C 3.066 -0.134 0.250 -0.6 -1.4 -1.9 -0.175
C 2.519 -1.291 -0.492 2.5 2.8 2.2 -0.248
C 2.128 0.848 0.518 0.1 -2.9 -2.4 -0.230
C 1.231 -1.380 -0.903 -0.4 -3.2 -1.4 -0.184
C 0.879 0.790 -0.078 -1.0 0.4 0.2 -0.099
C 0.389 -0.328 -0.737 -0.7 1.2 -0.8 -0.108
C -0.180 1.735 0.207 -0.3 0.8 0.2 0.324
C -1.495 -0.024 1.383 -0.9 1.5 1.3 0.120
C -1.066 -0.100 -1.065 0.7 0.0 -2.4 0.080
C -1.970 -0.551 0.029 0.5 -0.7 2.0 0.301
O -0.089 3.125 0.293 0.0 -0.9 0.0 -0.718
O -0.535 -0.786 1.936 0.0 0.7 1.0 -0.722
O -1.146 1.410 -1.007 2.3 -1.2 -1.2 -0.510
O -3.217 0.015 -0.318 0.4 0.1 -0.2 -0.740
O -2.077 -1.944 0.097 -0.4 -0.7 -0.9 -0.729
H 4.199 -0.040 0.366 -1.9 -0.3 0.4 0.227
H 3.224 -2.061 -0.574 0.6 -1.3 -0.6 0.207
H 2.173 1.642 1.105 1.4 3.6 2.6 0.208
H 0.954 -2.389 -1.372 0.0 1.7 0.6 0.223
H -1.493 -0.413 -2.090 0.9 0.4 1.6 0.243
H 0.381 3.644 -0.406 -0.1 -1.2 0.2 0.464
H -0.416 -0.397 2.863 -0.2 -0.9 -1.9 0.514
H -2.002 1.613 -0.703 -2.4 0.6 0.8 0.541
H -3.914 -0.589 -0.078 -0.4 -0.3 0.4 0.504
H -1.544 -2.396 0.776 0.0 1.0 -0.1 0.507
```
Positions in Å, forces in eV/Å.

Summary of strongest force on any atom in hartree/bohr
0.08960, 0.14313, 0.09134
(order as listed above)